Here is a cluster of 2 separate species, C5H15N3O2 in total from OMol25. Energies are from ωB97M-V/def2-TZVPD.

The geometry in XYZ format:
```
25
Properties=species:S:1:pos:R:3
C -1.724 2.003 0.248
N -1.019 0.731 0.283
C -1.785 -0.258 1.019
N -0.709 0.347 -1.070
N -1.361 -0.818 -1.508
C 0.710 0.390 -1.335
O 0.931 0.790 -2.655
H -1.156 2.695 -0.367
H -1.779 2.390 1.263
H -2.737 1.920 -0.159
H -1.876 0.092 2.046
H -1.261 -1.210 1.010
H -2.788 -0.404 0.601
H -0.839 -1.664 -1.261
H -1.440 -0.769 -2.520
H 1.155 1.091 -0.631
H 1.197 -0.607 -1.258
H 0.372 1.562 -2.827
C 2.928 -1.068 1.213
C 1.479 -1.358 1.402
O 0.844 -2.164 0.779
H 3.454 -1.194 2.159
H 3.040 -0.032 0.912
H 3.368 -1.718 0.461
H 0.998 -0.746 2.194
```

SMILES: CN(C)N(N)CO.CC=O
Frontier orbital gap: 9.07 eV
Energy above the lowest of the compared OMol25 structures with the same formula, charge and spin: 250.2 kJ/mol
M: 149.19 g/mol